1.
{
  "formula": "C25H43IrNP2",
  "method": "ωB97M-V/def2-TZVPD",
  "species": ["Ir", "C", "C", "C", "C", "C", "C", "H", "H", "H", "C", "H", "H", "H", "C", "H", "H", "H", "C", "H", "H", "H", "C", "H", "H", "H", "C", "C", "C", "C", "C", "C", "C", "C", "H", "H", "H", "H", "H", "H", "H", "H", "H", "H", "H", "H", "P", "P", "C", "C", "H", "H", "H", "H", "C", "H", "H", "H", "C", "H", "H", "H", "C", "H", "H", "H", "C", "H", "H", "H", "N", "C"],
  "coordinates": [[3.23148, 2.53148, 1.90564], [-1.11803, -0.42650, 2.31896], [-1.66159, 0.85183, 2.02299], [-2.06854, -0.51247, 0.21728], [-1.36326, -1.27457, 1.20274], [-2.23671, 0.80751, 0.73014], [-0.38797, -0.75411, 3.55590], [-0.75803, -0.13876, 4.38304], [0.68856, -0.54276, 3.44572], [-0.50866, -1.80939, 3.82024], [-0.91425, -2.66896, 1.06680], [-0.92439, -3.19027, 2.03563], [0.11674, -2.72230, 0.67638], [-1.56642, -3.21090, 0.36946], [-2.47680, -1.00943, -1.11310], [-2.67591, -2.08842, -1.09882], [-1.70464, -0.83569, -1.88131], [-3.39173, -0.50811, -1.45110], [-2.87469, 1.94611, 0.03519], [-3.46203, 2.56039, 0.72682], [-3.53696, 1.57812, -0.75128], [-2.13355, 2.61387, -0.42694], [-1.55614, 2.02882, 2.91228], [-2.46384, 2.64157, 2.87502], [-0.70342, 2.66489, 2.63513], [-1.40067, 1.70619, 3.94285], [5.23896, 2.30962, 0.10792], [5.12776, 2.39960, 1.63991], [5.71886, 3.65486, 2.31124], [4.72741, 4.85267, 2.46081], [3.30733, 4.47752, 2.09421], [3.00485, 4.09418, 0.70486], [3.95825, 4.48838, -0.42232], [5.25854, 3.69366, -0.53676], [6.62594, 3.97457, 1.78533], [5.04114, 5.71089, 1.85660], [6.05040, 3.36018, 3.31514], [6.06883, 4.28665, -0.09159], [6.17717, 1.77816, -0.13479], [5.51745, 1.48388, 2.11676], [5.51668, 3.58562, -1.59641], [3.38670, 4.39902, -1.35647], [1.95185, 4.20270, 0.39207], [4.21980, 5.55204, -0.33439], [4.70344, 5.20344, 3.50211], [2.47789, 4.94936, 2.65308], [4.06663, 1.06724, -0.79267], [1.24999, 1.86184, -2.65634], [4.09339, 1.23224, -2.62351], [2.99880, 2.09533, -3.31320], [4.00747, 0.16669, -2.91279], [5.10867, 1.58631, -2.87082], [3.24019, 3.16794, -3.19800], [2.91396, 1.85635, -4.38323], [0.65569, 0.39908, -3.60016], [-0.43036, 0.49435, -3.72746], [0.85251, -0.48761, -2.98454], [1.14781, 0.29913, -4.57294], [0.37544, 3.24684, -3.49530], [0.85198, 3.52366, -4.44196], [0.39272, 4.10060, -2.80639], [-0.67113, 2.95161, -3.66052], [4.84849, -0.52831, -0.41329], [4.32642, -0.96248, 0.44712], [5.91517, -0.40674, -0.19060], [4.70738, -1.18026, -1.28436], [3.10223, 1.71249, 3.69217], [2.01633, 1.66125, 3.86552], [3.60739, 2.29854, 4.46052], [3.51985, 0.69886, 3.60517], [1.55069, 0.11407, 0.81039], [2.13279, 1.02097, 1.27611]],
  "forces_ev_per_angstrom": [[-0.623, -4.056, 0.665], [0.013, 0.133, -0.146], [0.237, 0.025, 0.013], [0.387, -0.010, 0.206], [0.067, 0.229, -0.038], [0.036, -0.046, -0.076], [-0.032, -0.176, 0.320], [0.138, -0.238, -0.074], [-0.267, -0.107, -0.077], [0.128, 0.176, -0.012], [-0.153, -0.528, -0.006], [0.033, 0.156, -0.312], [-0.266, 0.140, 0.104], [0.271, 0.030, 0.201], [-0.415, -0.139, -0.276], [0.086, 0.275, 0.010], [-0.107, 0.027, 0.303], [0.214, -0.092, 0.002], [-0.295, 0.043, -0.120], [0.099, -0.117, -0.095], [0.056, 0.196, 0.030], [-0.024, -0.187, 0.082], [-0.250, 0.100, 0.163], [0.214, -0.029, -0.028], [-0.146, -0.089, -0.062], [-0.034, 0.180, -0.076], [0.454, -0.029, -0.822], [1.372, -0.595, -0.478], [0.487, 0.295, 0.477], [0.096, 0.102, 0.355], [-0.859, 2.730, -1.185], [-1.102, 3.636, -0.576], [-0.343, -0.371, -0.304], [0.220, 0.039, -0.502], [-0.089, -0.116, 0.139], [0.025, -0.066, -0.020], [-0.126, -0.001, -0.268], [-0.099, -0.390, -0.162], [-0.016, 0.262, 0.055], [-0.029, 0.259, -0.202], [0.071, 0.098, 0.127], [0.161, -0.029, 0.186], [0.441, 0.140, 0.221], [-0.230, -0.168, 0.069], [0.254, -0.175, -0.311], [0.605, -0.349, -0.028], [0.709, 0.707, 0.360], [0.377, 0.059, 0.337], [-0.328, -0.012, -0.359], [-0.120, 0.009, 0.396], [0.080, 0.525, -0.125], [-0.233, -0.186, -0.125], [-0.093, -0.463, -0.167], [0.511, 0.138, 0.206], [0.160, -0.051, 0.320], [0.272, -0.072, -0.066], [-0.048, 0.039, -0.306], [-0.211, -0.027, 0.067], [0.141, -0.025, 0.237], [-0.225, -0.029, 0.078], [-0.054, -0.052, -0.326], [0.342, 0.164, -0.014], [-0.457, -0.117, -0.069], [0.204, -0.027, -0.130], [-0.235, -0.047, -0.083], [0.114, 0.008, 0.329], [-0.706, -0.140, 2.209], [0.271, -0.218, 0.551], [-0.068, -0.211, 0.202], [-0.090, 0.134, 0.149], [0.594, 1.090, 0.920], [-1.566, -2.372, -2.063]],
  "charge": 2,
  "lumo_energy_ev": [-5.83, -8.08],
  "multiplicity": 6,
  "s2": 8.76
}



2.
{
  "formula": "C4H11NO2",
  "method": "ωB97M-V/def2-TZVPD",
  "species": ["O", "C", "C", "C", "N", "C", "O", "H", "H", "H", "H", "H", "H", "H", "H", "H", "H", "H"],
  "coordinates": [[-1.65327, -0.42775, -1.62375], [-1.35226, 0.82485, -1.03798], [-1.37394, 0.79156, 0.47013], [-0.30168, -0.13389, 1.07479], [0.97835, -0.01111, 0.44323], [1.77751, -1.02358, -0.16672], [3.14048, -0.90136, 0.16505], [-2.22201, -0.92632, -1.02442], [-2.04475, 1.58331, -1.42360], [-0.37341, 1.10855, -1.44512], [-1.23374, 1.80102, 0.85404], [-2.36870, 0.49213, 0.82081], [-0.18316, 0.10254, 2.14144], [-0.65947, -1.13864, 1.01459], [1.41300, 0.88039, 0.62856], [1.40753, -1.99713, 0.18730], [1.68697, -1.06058, -1.25412], [3.36255, 0.03603, 0.17576]],
  "forces_ev_per_angstrom": [[-0.062, -0.523, 0.085], [-0.016, 0.420, -0.569], [0.243, 0.083, 0.119], [0.099, 0.478, 0.315], [0.141, 0.874, 0.009], [-0.661, -0.501, 0.062], [0.206, -0.052, 0.323], [0.010, 0.135, -0.160], [-0.160, -0.036, 0.191], [-0.057, -0.107, 0.373], [0.078, 0.208, -0.062], [0.024, -0.067, -0.006], [-0.343, -0.110, -0.003], [0.011, -0.873, -0.099], [0.170, -0.195, -0.248], [0.275, 0.111, 0.051], [-0.015, 0.280, -0.275], [0.059, -0.126, -0.105]],
  "smiles": "OCCCNCO",
  "charge": 0,
  "lumo_energy_ev": 0.88,
  "multiplicity": 1
}



3.
{
  "formula": "C28H36GdP2Si",
  "method": "ωB97M-V/def2-TZVPD",
  "species": ["C", "C", "C", "H", "C", "C", "H", "H", "H", "H", "Gd", "C", "H", "H", "H", "Si", "C", "C", "H", "C", "H", "C", "H", "C", "H", "C", "H", "C", "C", "H", "C", "H", "C", "H", "C", "H", "C", "H", "H", "H", "C", "P", "C", "C", "C", "C", "C", "C", "C", "P", "C", "C", "H", "H", "H", "H", "H", "H", "H", "H", "H", "H", "H", "H", "H", "H", "H", "H"],
  "coordinates": [[0.70199, 1.54313, -0.50842], [-0.44205, 1.95559, -1.23834], [-1.50238, 2.26912, -0.32605], [-0.50114, 2.10565, -2.31282], [-0.99438, 2.05628, 1.00073], [0.37695, 1.63606, 0.87847], [1.08005, 1.59637, 1.69982], [1.66876, 1.29151, -0.92909], [-2.47406, 2.68824, -0.58786], [-1.53423, 2.28997, 1.92827], [-1.04691, -0.16808, -0.12332], [-1.46216, -2.72012, -4.03648], [-2.42602, -2.33055, -3.70774], [-1.55053, -3.81021, -3.80662], [-1.42300, -2.67159, -5.13598], [-0.04306, -1.38652, -3.34005], [1.67152, -1.13874, -3.98125], [2.42944, 0.03337, -3.81632], [1.97250, 0.95121, -3.41992], [3.80777, 0.04038, -4.09871], [4.39458, 0.95150, -3.92094], [4.44678, -1.11331, -4.56274], [5.54218, -1.11306, -4.75790], [3.69493, -2.28125, -4.73770], [4.19430, -3.20150, -5.06504], [2.31837, -2.29401, -4.44931], [1.76104, -3.23659, -4.53231], [-1.21947, 0.00808, -3.69349], [-0.83695, 0.89479, -4.70544], [0.08894, 0.72129, -5.26253], [-1.65409, 1.98641, -5.01462], [-1.34893, 2.68012, -5.79689], [-2.87344, 2.18685, -4.34810], [-3.47945, 3.07266, -4.56394], [-3.28996, 1.24699, -3.39468], [-4.26356, 1.36773, -2.90497], [-2.47824, 0.15481, -3.06735], [-2.87031, -0.62264, -2.39122], [0.19275, -1.08507, -1.77506], [-0.04638, -2.84441, -3.15038], [-1.75597, -1.25700, 3.87312], [-0.34053, -0.73925, 2.82977], [0.45210, 0.48592, 3.92930], [0.78646, -2.18440, 3.00162], [1.72549, -2.29324, 4.04302], [2.62108, -3.36948, 4.06962], [2.58706, -4.33550, 3.07350], [1.66970, -4.23187, 2.01710], [0.75796, -3.17092, 1.98002], [-0.49786, -3.02699, 0.63746], [-0.01392, -4.31269, -0.56475], [-1.94920, -3.80800, 1.44895], [-2.63628, -0.67081, 3.57712], [-1.51288, -1.04976, 4.92296], [-1.96795, -2.32413, 3.74616], [0.29796, 0.19893, 4.98060], [1.52708, 0.52596, 3.70985], [-0.00014, 1.46826, 3.74426], [1.77244, -1.54870, 4.84261], [3.34919, -3.44272, 4.89320], [3.27674, -5.18752, 3.10271], [1.68341, -4.98732, 1.23691], [0.18464, -5.26712, -0.05273], [-0.83594, -4.44531, -1.28318], [0.88077, -4.00184, -1.10944], [-2.67078, -3.03747, 1.74703], [-1.63429, -4.38071, 2.33210], [-2.42088, -4.48625, 0.72482]],
  "forces_ev_per_angstrom": [[-0.248, 1.321, 0.618], [-0.220, 1.197, 0.106], [1.166, 0.668, 0.413], [0.017, -0.224, 0.265], [0.741, 1.082, -0.755], [-0.380, 1.402, -0.409], [-0.105, -0.397, -0.177], [-0.148, -0.047, 0.108], [0.296, -0.336, 0.086], [0.305, -0.301, -0.480], [-1.245, -3.146, 0.543], [-2.026, -1.694, -1.189], [0.130, 0.411, 0.079], [0.714, 0.727, 0.049], [0.277, 0.326, 0.241], [0.099, 1.382, 1.485], [0.465, -0.289, -0.468], [0.459, 0.051, 0.013], [0.126, -0.425, -0.234], [-0.258, 0.141, 0.136], [-0.338, -0.410, -0.138], [0.080, -0.155, 0.022], [-1.014, 0.011, 0.142], [-0.099, -0.081, 0.031], [-0.278, 0.419, 0.085], [0.717, 0.055, -0.007], [0.276, 0.395, -0.071], [-0.408, 0.095, -0.500], [-0.452, 0.327, 0.174], [-0.283, 0.195, 0.246], [-0.276, 0.108, 0.016], [-0.073, -0.120, 0.182], [0.536, -0.285, 0.142], [0.177, -0.462, 0.022], [-0.090, 0.039, 0.160], [0.410, -0.055, -0.198], [0.160, 0.293, -0.573], [0.194, 0.420, -0.216], [-0.215, -0.499, -1.051], [1.032, -1.359, 0.851], [-0.245, 0.164, 0.138], [0.172, -0.738, 0.297], [0.015, 0.105, 0.064], [0.413, -0.148, -0.181], [-0.095, -0.303, -0.333], [0.015, 0.197, 0.422], [-0.060, -0.183, -0.348], [0.104, 0.199, 0.553], [0.335, 0.189, 0.127], [0.243, -0.393, 0.230], [0.050, -0.329, 0.144], [-0.195, -0.168, 0.008], [0.089, -0.197, 0.223], [-0.225, -0.188, -0.197], [0.020, 0.314, 0.054], [0.130, 0.203, -0.337], [-0.294, 0.138, 0.077], [0.170, -0.181, 0.173], [-0.036, -0.260, -0.349], [-0.430, 0.007, -0.509], [-0.262, 0.434, -0.021], [0.009, 0.142, 0.179], [-0.191, 0.221, -0.343], [0.239, 0.025, 0.221], [-0.071, -0.031, 0.032], [0.071, -0.293, -0.051], [-0.171, 0.107, -0.277], [-0.019, 0.189, 0.256]],
  "charge": 1,
  "lumo_energy_ev": [-2.47, -3.26],
  "multiplicity": 8,
  "s2": 15.79
}



Total energy readings, ordered: -1819.36830; -364.19930; -2825.95349 Eh
Energy relative to the best compared isomer or geometry (same formula, charge and spin) readings, ordered: 0.0; 43.2; 112.3 kcal per mole